This record from the Open Molecules 2025 dataset describes a cluster of 7 separate species, C36H67N2O15 in total in a non-equilibrium geometry. The level of theory is ωB97M-V with the def2-TZVPD basis set.

Results
Kohn-Sham gap: 5.4 eV
electronic energy: -72108.9256 eV
total charge: -1
F_max: 0.1547 hartree/bohr
HOMO energy: -3.479 eV
lowest unoccupied orbital energy: 1.954 eV

Each atom is followed by the atoms it is bonded to, with distances in Å.
Element x y z (Å)
1 C 0.55593 -21.84527 14.93706  C2 1.529, H4 1.093, H5 1.101, H6 1.091
2 C 1.83442 -22.65034 15.17025  C1 1.529, O3 1.306, H7 1.133, H8 1.148
3 O 1.74868 -23.76809 15.84065  C2 1.306
4 H -0.07822 -22.46384 14.29662  C1 1.093
5 H 0.89391 -20.95572 14.38425  C1 1.101
6 H 0.10035 -21.62974 15.90436  C1 1.091
7 H 2.61332 -21.94343 15.59206  C2 1.133
8 H 2.30160 -22.82917 14.13717  C2 1.148
9 C 0.25813 -20.98579 10.76637  C10 1.518, H16 1.099, H17 1.084, H18 1.094
10 C 0.19307 -22.44156 11.19191  C9 1.518, C11 1.543, O15 1.462, H19 1.091
11 C -1.13364 -23.01987 11.72594  C10 1.543, O12 1.439, H20 1.086, H21 1.090
12 O -1.59282 -23.87851 10.66594  C11 1.439, C13 1.345
13 C -0.63724 -24.03722 9.73351  O12 1.345, O14 1.179, O15 1.336
14 O -0.62635 -24.89914 8.92970  C13 1.179
15 O 0.36719 -23.18253 9.94400  C10 1.462, C13 1.336
16 H -0.57500 -20.80283 10.07305  C9 1.099
17 H 1.15924 -20.73408 10.21972  C9 1.084
18 H 0.06555 -20.32504 11.61669  C9 1.094
19 H 1.06527 -22.70488 11.79182  C10 1.091
20 H -1.91138 -22.32395 12.02700  C11 1.086
21 H -0.90768 -23.66299 12.57662  C11 1.090
22 C -2.87613 -20.51456 14.85655  C23 1.502, H29 1.095, H30 1.086, H31 1.092
23 C -3.11827 -19.08479 15.24914  C22 1.502, C24 1.532, O28 1.464, H32 1.090
24 C -3.36646 -18.86231 16.74408  C23 1.532, O25 1.432, H33 1.096, H34 1.090
25 O -2.77153 -17.58118 16.97801  C24 1.432, C26 1.365
26 C -1.68611 -17.50984 16.15257  O25 1.365, O27 1.185, O28 1.358
27 O -0.72743 -16.83952 16.34235  C26 1.185
28 O -1.80861 -18.43560 15.16665  C23 1.464, C26 1.358
29 H -3.79267 -21.08061 14.65876  C22 1.095
30 H -2.28270 -21.02399 15.61027  C22 1.086
31 H -2.35372 -20.60152 13.90187  C22 1.092
32 H -3.83886 -18.51816 14.65879  C23 1.090
33 H -2.91224 -19.64183 17.36611  C24 1.096
34 H -4.42764 -18.87660 16.99373  C24 1.090
35 C -0.96092 -18.67743 19.57813  C36 1.482, H42 1.097, H43 1.097, H44 1.090
36 C -0.57195 -19.56516 18.45669  C35 1.482, C37 1.539, O41 1.436, H45 1.089
37 C 0.81876 -19.25928 17.87180  C36 1.539, O38 1.420, H46 1.092, H47 1.095
38 O 1.55686 -20.45367 18.08404  C37 1.420, C39 1.345
39 C 0.74187 -21.43836 18.50157  O38 1.345, O40 1.113, O41 1.362
40 O 1.01118 -22.50825 18.64926  C39 1.113
41 O -0.47065 -20.93761 18.86784  C36 1.436, C39 1.362
42 H -2.04588 -18.66366 19.74165  C35 1.097
43 H -0.77897 -17.61166 19.39106  C35 1.097
44 H -0.49462 -18.88968 20.54000  C35 1.090
45 H -1.31502 -19.59837 17.66085  C36 1.089
46 H 1.28321 -18.40559 18.37044  C37 1.092
47 H 0.69726 -18.87733 16.85255  C37 1.095
48 C 3.78897 -25.44863 14.45313  C49 1.507, H55 1.093, H56 1.091, H57 1.094
49 C 4.72008 -24.30677 14.77153  C48 1.507, C50 1.541, O54 1.430, H58 1.091
50 C 4.96540 -24.21445 16.29021  C49 1.541, O51 1.446, H59 1.089, H60 1.089
51 O 6.40616 -24.31870 16.36471  C50 1.446, C52 1.339
52 C 6.90129 -24.69699 15.17907  O51 1.339, O53 1.135, O54 1.339
53 O 7.98334 -25.01847 15.05661  C52 1.135
54 O 6.00288 -24.56723 14.19483  C49 1.430, C52 1.339
55 H 3.88516 -25.79816 13.42232  C48 1.093
56 H 2.75671 -25.20292 14.70650  C48 1.091
57 H 4.09606 -26.30548 15.06074  C48 1.094
58 H 4.21233 -23.37918 14.50328  C49 1.091
59 H 4.36262 -24.92908 16.84827  C50 1.089
60 H 4.68955 -23.22329 16.64765  C50 1.089
61 C -1.66426 -25.58285 15.11042  C62 1.501, H72 1.093, H73 1.096, H74 1.097
62 C -1.82181 -26.87654 14.36554  C61 1.501, C63 1.527, N67 1.453, C71 1.523
63 C -1.88886 -26.49562 12.88809  C62 1.527, C64 1.512, H75 1.101, H76 1.098
64 C -1.94015 -27.66266 11.92838  C63 1.512, C65 1.534, H77 1.090, H78 1.095
65 C -0.64021 -28.44385 12.15677  C64 1.534, C66 1.535, H79 1.092, H80 1.095
66 C -0.36965 -28.87729 13.60400  C65 1.535, N67 1.464, C69 1.534, C70 1.503
67 N -0.67740 -27.76153 14.50114  C62 1.453, C66 1.464, O68 1.420
68 O -0.43187 -28.08393 15.86219  N67 1.420, H90 0.979
69 C -1.18982 -30.14422 13.88105  C66 1.534, H81 1.099, H82 1.089, H83 1.093
70 C 1.10117 -29.17287 13.70238  C66 1.503, H84 1.090, H85 1.080, H86 1.099
71 C -3.10735 -27.57107 14.79452  C62 1.523, H87 1.092, H88 1.099, H89 1.100
72 H -0.75131 -25.04656 14.83851  C61 1.093
73 H -1.59237 -25.78759 16.18441  C61 1.096
74 H -2.51070 -24.88731 15.05852  C61 1.097
75 H -2.70486 -25.78880 12.67392  C63 1.101
76 H -1.01075 -25.86726 12.68988  C63 1.098
77 H -1.90850 -27.34159 10.88688  C64 1.090
78 H -2.82939 -28.26990 12.12464  C64 1.095
79 H 0.16599 -27.77885 11.83983  C65 1.092
80 H -0.67778 -29.34469 11.53469  C65 1.095
81 H -1.29127 -30.28277 14.96633  C69 1.099
82 H -2.18257 -30.13023 13.43354  C69 1.089
83 H -0.68525 -31.06184 13.56889  C69 1.093
84 H 1.45381 -30.06569 13.18517  C70 1.090
85 H 1.70278 -28.31096 13.45422  C70 1.080
86 H 1.33553 -29.35247 14.76127  C70 1.099
87 H -3.33346 -28.49489 14.25721  C71 1.092
88 H -4.01941 -26.96436 14.70603  C71 1.099
89 H -3.11465 -27.80087 15.86975  C71 1.100
90 H -1.10974 -28.75241 16.08932  O68 0.979
91 C 5.39366 -20.53767 14.90179  C92 1.538, H102 1.085, H103 1.100, H104 1.093
92 C 5.05742 -19.13494 14.36789  C91 1.538, C93 1.516, N97 1.440, C101 1.543
93 C 3.74003 -19.24686 13.62677  C92 1.516, C94 1.538, H105 1.094, H106 1.094
94 C 3.00748 -17.89879 13.52028  C93 1.538, C95 1.526, H107 1.089, H108 1.095
95 C 2.82617 -17.42547 14.95964  C94 1.526, C96 1.516, H109 1.095, H110 1.097
96 C 4.12005 -17.18505 15.71179  C95 1.516, N97 1.442, C99 1.537, C100 1.516
97 N 4.97621 -18.33564 15.56272  C92 1.440, C96 1.442, O98 1.369
98 O 6.12352 -18.27417 16.30772  N97 1.369, H120 0.978
99 C 4.77470 -15.88261 15.22325  C96 1.537, H111 1.085, H112 1.097, H113 1.102
100 C 3.73115 -17.10820 17.17470  C96 1.516, H114 1.094, H115 1.097, H116 1.090
101 C 6.18475 -18.70856 13.40392  C92 1.543, H117 1.093, H118 1.091, H119 1.094
102 H 6.27867 -20.56561 15.52837  C91 1.085
103 H 5.54489 -21.22838 14.05977  C91 1.100
104 H 4.50708 -20.90674 15.42386  C91 1.093
105 H 3.94785 -19.62965 12.62334  C93 1.094
106 H 3.06221 -19.96958 14.09093  C93 1.094
107 H 2.06871 -18.06135 12.99293  C94 1.089
108 H 3.63319 -17.19296 12.96379  C94 1.095
109 H 2.17868 -18.16820 15.43696  C95 1.095
110 H 2.18674 -16.53497 14.92146  C95 1.097
111 H 4.83953 -15.82288 14.14199  C99 1.085
112 H 4.33345 -14.98001 15.66349  C99 1.097
113 H 5.77602 -15.78055 15.67205  C99 1.102
114 H 4.55549 -16.82222 17.83442  C100 1.094
115 H 2.93362 -16.38645 17.39067  C100 1.097
116 H 3.34259 -18.07355 17.49774  C100 1.090
117 H 6.15452 -19.27138 12.46703  C101 1.093
118 H 7.14974 -18.95580 13.84933  C101 1.091
119 H 6.11237 -17.65191 13.13130  C101 1.094
120 H 6.64990 -17.51952 15.97613  O98 0.978